{"formula": "C54H47F3N8NaO3P2SSe2", "method": "ωB97M-V/def2-TZVPD", "lumo_ev": [1.872, 1.896], "charge": -1, "orbital_gap_ev": [7.54, 3.98], "e_homo_ev": [-5.67, -2.09], "elements": ["Na", "Se", "P", "C", "C", "C", "C", "C", "C", "C", "C", "C", "C", "C", "C", "C", "C", "N", "N", "N", "P", "Se", "C", "C", "C", "C", "C", "C", "C", "C", "C", "C", "C", "C", "H", "H", "H", "H", "H", "H", "H", "H", "H", "H", "H", "H", "H", "H", "H", "H", "H", "H", "H", "H", "F", "C", "C", "C", "C", "O", "C", "C", "N", "C", "C", "C", "C", "C", "C", "N", "C", "C", "N", "C", "C", "C", "O", "O", "H", "H", "H", "H", "H", "H", "H", "H", "H", "H", "H", "H", "H", "H", "H", "H", "H", "H", "S", "C", "C", "C", "N", "C", "C", "C", "C", "C", "N", "C", "C", "H", "H", "H", "H", "H", "H", "H", "H", "F", "C", "F", "H"], "coordinates": [[0.225, 0.192, -0.141], [6.626, -2.929, -0.244], [5.702, -2.188, 1.503], [6.645, -0.803, 2.204], [6.765, 0.356, 1.437], [7.506, 1.425, 1.905], [8.146, 1.342, 3.139], [8.037, 0.189, 3.898], [7.284, -0.886, 3.432], [5.627, -3.421, 2.845], [4.729, -3.254, 3.901], [4.690, -4.188, 4.928], [5.549, -5.282, 4.911], [6.447, -5.442, 3.867], [6.480, -4.516, 2.828], [4.045, -1.508, 1.367], [2.855, -1.747, 0.663], [1.964, -0.833, 1.108], [2.550, -0.099, 2.041], [3.797, -0.486, 2.220], [2.247, -2.969, -0.517], [0.333, -2.518, -1.317], [2.297, -4.584, 0.320], [1.107, -5.203, 0.689], [1.130, -6.417, 1.363], [2.341, -7.027, 1.659], [3.532, -6.416, 1.288], [3.514, -5.194, 0.628], [3.452, -3.039, -1.861], [3.902, -1.821, -2.369], [4.780, -1.796, -3.439], [5.202, -2.987, -4.018], [4.736, -4.198, -3.529], [3.859, -4.225, -2.453], [6.264, 0.419, 0.478], [7.583, 2.327, 1.311], [8.727, 2.180, 3.506], [8.532, 0.120, 4.859], [7.198, -1.781, 4.035], [4.063, -2.397, 3.911], [3.985, -4.063, 5.742], [5.514, -6.010, 5.713], [7.117, -6.294, 3.851], [7.163, -4.634, 1.994], [0.168, -4.724, 0.439], [0.198, -6.887, 1.654], [2.359, -7.979, 2.177], [4.480, -6.885, 1.518], [4.450, -4.724, 0.342], [3.580, -0.893, -1.911], [5.141, -0.848, -3.816], [5.894, -2.969, -4.852], [5.063, -5.127, -3.978], [3.504, -5.174, -2.074], [-2.086, -0.523, 6.218], [-1.380, 0.524, 5.711], [-1.122, 0.551, 4.369], [-0.440, 1.619, 3.802], [-0.198, 1.640, 2.338], [-0.585, 0.690, 1.655], [0.466, 2.828, 1.836], [0.869, 3.764, 2.727], [0.713, 3.703, 4.075], [1.161, 4.790, 4.905], [2.514, 5.368, 4.649], [2.272, 4.544, 5.882], [0.001, 2.649, 4.633], [-0.263, 2.596, 6.006], [-0.968, 1.552, 6.566], [-1.187, 1.550, 7.948], [-1.541, 0.312, 8.640], [-1.459, 0.561, 10.150], [-0.630, 1.771, 10.408], [-1.388, 2.968, 9.941], [-1.907, 2.682, 8.527], [0.815, 3.111, 0.367], [1.394, 4.182, 0.143], [0.482, 2.215, -0.458], [-1.456, -0.254, 3.726], [1.386, 4.634, 2.344], [0.382, 5.479, 5.212], [2.626, 6.439, 4.738], [3.103, 4.912, 3.863], [2.215, 5.038, 6.843], [2.698, 3.549, 5.900], [0.125, 3.365, 6.657], [-0.842, -0.469, 8.344], [-2.556, -0.020, 8.398], [-1.014, -0.262, 10.714], [-2.446, 0.768, 10.554], [0.197, 1.706, 9.809], [-0.264, 1.851, 11.461], [-0.697, 3.809, 10.000], [-2.213, 3.127, 10.633], [-1.796, 3.560, 7.899], [-2.979, 2.443, 8.578], [-3.905, 2.953, -4.906], [-2.700, 1.941, -4.058], [-3.027, 0.658, -3.641], [-2.053, -0.083, -2.989], [-0.822, 0.366, -2.740], [-0.528, 1.611, -3.125], [-1.434, 2.433, -3.787], [-3.635, 2.405, -6.586], [-4.418, 1.407, -7.144], [-4.167, 1.016, -8.452], [-3.211, 1.548, -9.212], [-2.471, 2.512, -8.665], [-2.645, 2.975, -7.368], [-4.016, 0.252, -3.811], [-2.271, -1.093, -2.651], [0.453, 1.982, -2.856], [-1.161, 3.445, -4.057], [-5.210, 0.944, -6.569], [-4.763, 0.233, -8.909], [-1.697, 2.938, -9.294], [-2.017, 3.763, -6.972], [-3.340, -0.192, 0.370], [-2.658, -1.277, 0.725], [-2.770, -1.576, 2.014], [-2.711, -2.118, 0.034]]}

=====

{"formula": "C54H48As2N4O5SY", "method": "ωB97M-V/def2-TZVPD", "lumo_ev": -2.395, "charge": 1, "orbital_gap_ev": 5.52, "e_homo_ev": -7.91, "elements": ["Y", "C", "N", "C", "C", "C", "C", "C", "C", "N", "C", "C", "C", "C", "C", "C", "N", "C", "C", "C", "C", "C", "N", "H", "H", "H", "H", "H", "H", "H", "H", "H", "H", "H", "H", "H", "H", "H", "H", "H", "H", "O", "S", "O", "O", "O", "C", "C", "C", "C", "C", "C", "As", "C", "C", "C", "C", "C", "C", "C", "C", "C", "C", "C", "C", "H", "H", "H", "H", "H", "H", "H", "H", "H", "H", "H", "H", "H", "H", "H", "O", "As", "C", "C", "C", "C", "C", "C", "C", "C", "C", "C", "C", "C", "C", "C", "C", "C", "C", "C", "H", "H", "H", "H", "H", "H", "H", "H", "H", "H", "H", "H", "H", "H", "H"], "coordinates": [[-0.621, 0.514, 0.335], [-3.054, 2.357, 2.082], [-1.596, 2.268, 2.264], [-1.370, 2.006, 3.700], [0.060, 1.722, 4.075], [0.596, 2.145, 5.281], [1.895, 1.765, 5.588], [2.600, 0.984, 4.686], [1.975, 0.613, 3.505], [0.731, 0.976, 3.207], [-0.983, 3.548, 1.853], [0.502, 3.453, 1.636], [1.381, 4.316, 2.260], [2.741, 4.183, 2.020], [3.172, 3.191, 1.162], [2.224, 2.369, 0.575], [0.914, 2.494, 0.794], [-3.468, 2.487, 0.643], [-4.610, 3.188, 0.298], [-5.008, 3.222, -1.030], [-4.247, 2.553, -1.972], [-3.110, 1.894, -1.547], [-2.712, 1.866, -0.270], [-3.474, 3.192, 2.658], [-3.488, 1.437, 2.481], [-1.969, 1.128, 3.957], [-1.754, 2.846, 4.294], [0.013, 2.750, 5.963], [2.348, 2.073, 6.521], [3.612, 0.663, 4.890], [2.471, -0.011, 2.770], [-1.212, 4.334, 2.583], [-1.437, 3.840, 0.904], [1.001, 5.072, 2.934], [3.449, 4.842, 2.505], [4.220, 3.041, 0.941], [2.527, 1.571, -0.088], [-5.178, 3.698, 1.065], [-5.899, 3.763, -1.321], [-4.511, 2.538, -3.020], [-2.492, 1.361, -2.257], [-2.335, -2.193, 1.782], [-2.456, -2.086, -0.531], [-2.949, -2.939, -1.615], [-4.000, -0.718, 1.174], [-0.382, -0.491, -1.545], [-2.111, 1.595, -6.666], [-2.453, 0.751, -5.617], [-1.736, 0.790, -4.430], [-0.664, 1.672, -4.285], [-0.332, 2.522, -5.335], [-1.053, 2.479, -6.523], [0.312, 1.731, -2.605], [0.757, -0.196, -2.356], [2.078, -0.333, -1.606], [2.368, -1.490, -1.020], [1.629, -3.320, -2.486], [1.252, -2.371, -3.613], [0.859, -1.092, -3.591], [1.941, 2.621, -3.142], [2.824, 2.047, -4.058], [4.012, 2.688, -4.375], [4.326, 3.908, -3.785], [3.452, 4.485, -2.875], [2.264, 3.838, -2.551], [-2.667, 1.560, -7.594], [-3.269, 0.048, -5.726], [-1.985, 0.094, -3.635], [0.494, 3.215, -5.237], [-0.781, 3.138, -7.337], [2.817, 0.454, -1.699], [3.321, -1.661, -0.526], [0.907, -4.143, -2.539], [1.311, -2.825, -4.599], [0.629, -0.642, -4.549], [2.587, 1.097, -4.523], [4.694, 2.238, -5.085], [5.252, 4.408, -4.038], [3.694, 5.437, -2.420], [1.585, 4.290, -1.836], [0.481, -1.017, 1.329], [0.368, -2.737, 1.303], [-1.561, -2.999, 0.869], [-3.524, -2.007, 0.990], [-4.569, -3.045, 1.166], [-4.341, -4.357, 1.166], [-3.056, -5.027, 0.956], [-1.863, -4.450, 0.814], [1.447, -3.536, 0.121], [1.420, -2.657, -1.111], [3.016, -3.876, -2.687], [3.802, -4.430, -1.755], [3.621, -4.667, -0.322], [2.601, -4.295, 0.487], [0.371, -3.393, 3.081], [0.199, -2.504, 4.136], [0.176, -2.987, 5.436], [0.320, -4.347, 5.674], [0.488, -5.231, 4.617], [0.513, -4.758, 3.313], [-4.817, -0.749, 1.685], [-5.590, -2.691, 1.260], [-5.197, -5.008, 1.295], [-3.097, -6.105, 0.867], [-1.013, -5.071, 0.548], [0.417, -2.245, -1.197], [3.413, -3.815, -3.695], [4.762, -4.779, -2.126], [4.414, -5.238, 0.145], [2.680, -4.627, 1.520], [0.089, -1.446, 3.935], [0.046, -2.303, 6.265], [0.302, -4.722, 6.689], [0.603, -6.290, 4.808], [0.650, -5.447, 2.489]]}

=====

{"formula": "C54H48BrN4O6ReS", "method": "ωB97M-V/def2-TZVPD", "multiplicity": 2, "lumo_ev": [-3.626, -3.395], "charge": 1, "orbital_gap_ev": [6.79, 7.02], "e_homo_ev": [-10.42, -10.42], "elements": ["Re", "O", "C", "C", "C", "C", "C", "C", "C", "O", "N", "N", "C", "C", "Br", "C", "C", "C", "C", "C", "C", "C", "H", "H", "H", "H", "H", "H", "H", "H", "H", "H", "H", "H", "H", "H", "C", "C", "C", "O", "C", "C", "O", "C", "O", "C", "C", "C", "C", "C", "C", "C", "C", "C", "C", "C", "C", "C", "O", "C", "C", "C", "C", "C", "C", "C", "C", "C", "C", "C", "C", "H", "H", "H", "H", "H", "H", "H", "H", "H", "H", "H", "H", "H", "H", "H", "H", "H", "H", "H", "H", "H", "H", "H", "H", "H", "H", "H", "H", "N", "C", "N", "C", "C", "C", "C", "C", "C", "S", "H", "H", "H", "H", "H", "H"], "coordinates": [[-0.970, -0.971, 0.359], [0.462, -1.097, 5.238], [0.702, -2.373, 4.817], [0.687, -3.360, 5.802], [0.916, -4.680, 5.472], [1.159, -5.050, 4.150], [1.199, -4.073, 3.178], [0.991, -2.727, 3.502], [1.139, -1.708, 2.414], [0.138, -1.886, 1.435], [2.431, -1.725, 1.690], [2.469, -2.661, 0.667], [3.607, -2.958, 0.194], [3.720, -3.867, -0.957], [2.370, -5.197, -1.093], [4.693, -3.827, -1.865], [5.744, -2.794, -1.923], [7.037, -3.161, -2.297], [8.050, -2.219, -2.350], [7.783, -0.890, -2.049], [6.495, -0.508, -1.704], [5.481, -1.452, -1.646], [0.137, -0.523, 4.534], [0.479, -3.060, 6.820], [0.895, -5.431, 6.251], [1.323, -6.087, 3.892], [1.405, -4.332, 2.145], [1.021, -0.677, 2.769], [3.191, -1.852, 2.354], [4.539, -2.554, 0.594], [4.734, -4.607, -2.617], [7.248, -4.196, -2.535], [9.051, -2.520, -2.630], [8.573, -0.153, -2.095], [6.276, 0.530, -1.489], [4.471, -1.143, -1.406], [-4.292, 4.438, 0.254], [-2.795, 4.402, 0.018], [-2.187, 5.770, -0.191], [-2.504, 3.576, -1.121], [-1.861, 2.398, -0.706], [-1.990, 2.404, 0.828], [-2.138, 3.778, 1.113], [-0.785, 1.855, 1.643], [-0.890, 0.431, 1.604], [0.552, 2.333, 1.072], [1.521, 1.452, 0.608], [2.713, 1.921, 0.069], [2.957, 3.281, -0.009], [2.013, 4.168, 0.491], [0.828, 3.701, 1.036], [-0.901, 2.171, 3.136], [-2.143, 2.311, 3.747], [-2.240, 2.440, 5.125], [-1.099, 2.418, 5.913], [0.143, 2.275, 5.313], [0.241, 2.159, 3.932], [-2.498, 1.175, -1.420], [-1.873, 0.052, -0.783], [-2.094, 1.021, -2.889], [-0.846, 1.454, -3.329], [-0.412, 1.172, -4.616], [-1.213, 0.439, -5.477], [-2.454, -0.005, -5.046], [-2.890, 0.282, -3.761], [-3.999, 1.119, -1.188], [-4.579, 0.305, -0.224], [-5.952, 0.329, -0.015], [-6.759, 1.164, -0.770], [-6.185, 1.976, -1.739], [-4.816, 1.958, -1.944], [-4.801, 4.802, -0.638], [-4.516, 5.102, 1.088], [-4.668, 3.441, 0.483], [-2.677, 6.270, -1.025], [-1.125, 5.673, -0.410], [-2.318, 6.373, 0.707], [-0.802, 2.439, -0.968], [-2.884, 1.844, 1.130], [1.381, 0.386, 0.683], [3.455, 1.211, -0.275], [3.883, 3.649, -0.432], [2.205, 5.233, 0.467], [0.116, 4.400, 1.449], [-3.050, 2.329, 3.158], [-3.213, 2.558, 5.584], [-1.177, 2.514, 6.987], [1.041, 2.261, 5.917], [1.217, 2.064, 3.474], [-0.187, 2.009, -2.677], [0.557, 1.524, -4.943], [-0.873, 0.219, -6.481], [-3.089, -0.577, -5.710], [-3.858, -0.078, -3.438], [-3.967, -0.349, 0.381], [-6.389, -0.309, 0.743], [-7.828, 1.181, -0.608], [-6.807, 2.630, -2.335], [-4.374, 2.597, -2.696], [-2.822, -3.758, -0.247], [-1.871, -3.525, -1.154], [-0.982, -2.552, -1.053], [-0.102, -2.545, -2.157], [0.983, -1.695, -2.329], [1.757, -1.843, -3.465], [1.471, -2.830, -4.408], [0.402, -3.691, -4.232], [-0.377, -3.531, -3.096], [-1.740, -4.494, -2.581], [-2.862, -3.195, 0.588], [-3.437, -4.547, -0.335], [1.220, -0.941, -1.585], [2.607, -1.191, -3.617], [2.095, -2.932, -5.285], [0.185, -4.463, -4.956]]}

=====

These records have ΔE to the lowest compared entry with this formula, charge and spin values of 56.6 510.6 90.6 kJ/mol, in the order they appear.